(1)
{"formula": "C5H13Cl2CrTb", "method": "ωB97M-V with the def2-TZVPD basis set", "e_homo_ev": [-3.7, -4.0], "gap_ev": [6.230, 6.471], "total_charge": -1, "spin_multiplicity": 10, "e_tot_ha": -2987.401825, "lumo_energy_ev": [2.55, 2.51], "elements": ["Cr", "Cl", "C", "H", "H", "H", "Tb", "C", "C", "C", "H", "H", "H", "H", "H", "H", "H", "H", "Cl", "C", "H", "H"], "coordinates": [[-1.195, -0.012, 0.630], [-0.649, -2.137, 1.311], [-1.620, 1.006, 2.394], [-2.459, 1.717, 2.323], [-0.711, 1.568, 2.661], [-1.835, 0.291, 3.204], [1.783, -0.002, -1.008], [1.551, -1.295, -2.916], [3.570, 0.035, 0.462], [0.091, 1.549, -0.755], [3.770, 1.084, 0.731], [3.408, -0.549, 1.381], [4.438, -0.370, -0.085], [1.141, -0.661, -3.717], [2.563, -1.627, -3.203], [0.900, -2.172, -2.781], [-0.079, 2.542, -0.152], [-0.401, 1.898, -1.733], [-4.226, 0.582, -0.027], [-3.207, -0.737, 0.383], [-3.584, -1.222, 1.318], [-3.249, -1.487, -0.422]]}

=====

(2)
{"formula": "CHClF2OS2", "method": "ωB97M-V with the def2-TZVPD basis set", "e_homo_ev": [-9.8, -9.8], "gap_ev": [7.350, 7.346], "total_charge": 0, "relative_energy_kj_mol": 337.6, "spin_multiplicity": 1, "e_tot_ha": -1570.088020, "lumo_energy_ev": [-2.47, -2.48], "elements": ["C", "O", "F", "F", "S", "S", "Cl", "H"], "coordinates": [[-0.327, 0.317, -0.796], [0.702, -0.746, 1.447], [0.678, 1.152, -1.045], [-0.994, -0.073, -1.836], [1.878, 1.985, 1.731], [0.449, -1.222, 0.113], [-1.421, -2.116, 0.247], [-0.965, 0.702, 0.139]]}

=====

(3)
{"formula": "C7H9N", "method": "ωB97M-V with the def2-TZVPD basis set", "e_homo_ev": -9.5, "gap_ev": 10.494, "total_charge": 0, "smiles": "c1ccncc1.C=C", "relative_energy_kj_mol": 344.8, "spin_multiplicity": 1, "e_tot_ha": -326.759650, "lumo_energy_ev": 0.95, "elements": ["C", "C", "C", "C", "C", "C", "C", "H", "H", "H", "H", "H", "H", "H", "H", "H", "N"], "coordinates": [[0.811, 1.395, -0.133], [0.828, 0.742, 1.041], [0.970, -0.517, 1.297], [1.229, -1.274, 0.150], [1.065, -0.640, -1.040], [-2.301, -0.734, -0.286], [-2.715, 0.458, 0.144], [0.715, 2.420, -0.334], [0.611, 1.447, 1.961], [1.135, -1.006, 2.196], [1.238, -2.383, 0.215], [0.738, -1.155, -2.057], [-1.917, -1.236, -1.209], [-2.518, -1.653, 0.474], [-2.860, 1.336, -0.462], [-3.337, 0.602, 1.175], [0.983, 0.721, -1.286]]}

=====

(4)
{"formula": "C8H14NOS", "method": "ωB97M-V with the def2-TZVPD basis set", "e_homo_ev": [-11.3, -11.5], "gap_ev": [7.068, 8.372], "total_charge": 1, "relative_energy_kj_mol": 589.3, "spin_multiplicity": 1, "e_tot_ha": -840.893515, "lumo_energy_ev": [-4.28, -3.13], "elements": ["C", "C", "C", "C", "C", "C", "C", "C", "N", "O", "S", "H", "H", "H", "H", "H", "H", "H", "H", "H", "H", "H", "H", "H", "H"], "coordinates": [[-0.789, 1.563, -3.633], [-0.507, 0.320, -3.490], [1.200, -0.660, -0.622], [-1.324, -1.385, -0.412], [-1.291, 0.041, -0.729], [-0.205, -0.522, 0.066], [2.060, 0.534, -0.333], [0.667, -0.830, 2.473], [-0.255, -0.132, 1.595], [1.379, -1.592, -1.391], [-1.793, 1.632, -0.531], [-1.037, 2.175, -4.529], [-0.926, 2.119, -2.641], [-0.480, -0.685, -3.817], [-2.022, -1.842, 0.379], [-1.069, -2.096, -1.295], [1.673, 1.167, 0.388], [2.140, 1.296, -1.168], [2.996, 0.045, -0.074], [1.580, -0.915, 1.847], [0.776, -0.249, 3.405], [0.289, -1.848, 2.888], [-0.109, 0.812, 1.580], [-1.258, -0.261, 1.700], [-3.131, 1.588, -0.739]]}

=====

(5)
{"formula": "C17H23BrNO2S", "method": "ωB97M-V with the def2-TZVPD basis set", "e_homo_ev": -11.0, "gap_ev": 8.258, "total_charge": 1, "smiles": "CCCC[NH2+]Cc1cc(Br)c(OCc2cccs2)c(OC)c1", "relative_energy_kj_mol": 3.1, "spin_multiplicity": 1, "e_tot_ha": -3838.763750, "lumo_energy_ev": -2.76, "elements": ["C", "H", "C", "H", "H", "C", "C", "N", "H", "H", "C", "C", "C", "C", "C", "C", "C", "H", "O", "C", "H", "H", "H", "O", "C", "C", "C", "C", "C", "S", "H", "H", "H", "H", "H", "Br", "H", "H", "H", "H", "H", "H", "H", "H", "H"], "coordinates": [[-6.927, 0.470, -0.182], [-6.833, 0.090, -1.196], [-6.051, -0.326, 0.778], [-6.433, -1.346, 0.835], [-6.112, 0.104, 1.778], [-4.582, -0.400, 0.344], [-3.899, 0.959, 0.450], [-2.509, 0.929, -0.085], [-2.138, 1.886, -0.150], [-2.528, 0.548, -1.039], [-1.518, 0.143, 0.717], [-0.138, 0.386, 0.173], [0.422, 1.648, 0.296], [1.682, 1.877, -0.223], [2.419, 0.886, -0.877], [1.830, -0.395, -1.013], [0.564, -0.619, -0.483], [0.117, -1.595, -0.576], [2.535, -1.332, -1.686], [2.066, -2.663, -1.726], [2.844, -3.226, -2.238], [1.135, -2.742, -2.294], [1.933, -3.067, -0.720], [3.606, 1.284, -1.357], [4.723, 0.394, -1.453], [5.163, -0.079, -0.109], [6.132, 0.454, 0.684], [6.271, -0.218, 1.919], [5.398, -1.246, 2.054], [4.388, -1.421, 0.676], [5.280, -1.921, 2.878], [6.990, 0.056, 2.669], [6.734, 1.296, 0.392], [4.492, -0.443, -2.116], [5.503, 1.015, -1.900], [2.471, 3.590, -0.058], [-0.080, 2.447, 0.821], [-1.590, 0.483, 1.753], [-1.778, -0.914, 0.670], [-3.859, 1.283, 1.491], [-4.464, 1.696, -0.123], [-4.073, -1.124, 0.980], [-4.538, -0.754, -0.689], [-6.680, 1.528, -0.178], [-7.968, 0.377, 0.114]]}

=====

(6)
{"formula": "C18H15Cl3N2O4S", "method": "ωB97M-V with the def2-TZVPD basis set", "e_homo_ev": -8.6, "gap_ev": 8.548, "total_charge": 0, "smiles": "Cc1c(CCO)c(=O)n(-c2ccccc2)n1S(=O)(=O)c1c(Cl)cc(Cl)cc1Cl", "relative_energy_kj_mol": 0.0, "spin_multiplicity": 1, "e_tot_ha": -2884.119647, "lumo_energy_ev": -0.09, "elements": ["C", "C", "C", "C", "O", "N", "C", "C", "C", "C", "C", "C", "H", "H", "H", "H", "H", "N", "S", "O", "O", "C", "C", "C", "C", "C", "C", "Cl", "H", "Cl", "H", "Cl", "C", "H", "H", "C", "O", "H", "H", "H", "H", "H", "H"], "coordinates": [[-2.414, -2.503, -0.490], [-2.020, -1.076, -0.460], [-2.780, 0.034, -0.564], [-1.898, 1.201, -0.545], [-2.157, 2.381, -0.629], [-0.623, 0.663, -0.493], [0.592, 1.347, -0.607], [0.793, 2.526, 0.100], [2.000, 3.192, -0.019], [3.004, 2.686, -0.828], [2.791, 1.522, -1.549], [1.586, 0.855, -1.451], [1.399, -0.039, -2.026], [3.562, 1.139, -2.200], [3.946, 3.206, -0.909], [2.159, 4.106, 0.532], [0.003, 2.909, 0.725], [-0.650, -0.728, -0.388], [0.035, -1.124, 1.179], [-0.398, -0.124, 2.095], [-0.212, -2.490, 1.505], [1.810, -0.982, 0.843], [2.339, -1.843, -0.114], [3.689, -1.827, -0.430], [4.518, -0.932, 0.233], [4.019, -0.080, 1.207], [2.664, -0.114, 1.516], [2.085, 0.938, 2.725], [4.666, 0.607, 1.726], [6.183, -0.878, -0.160], [4.079, -2.495, -1.180], [1.308, -2.920, -0.939], [-4.261, 0.177, -0.654], [-4.687, -0.602, -1.288], [-4.484, 1.158, -1.077], [-4.902, 0.083, 0.734], [-4.840, -1.259, 1.171], [-5.061, -1.299, 2.107], [-4.366, 0.746, 1.425], [-5.950, 0.412, 0.674], [-3.484, -2.581, -0.329], [-1.891, -3.056, 0.286], [-2.151, -2.940, -1.454]]}

=====

What did the sixth record say?
{"formula": "C18H15Cl3N2O4S", "method": "ωB97M-V with the def2-TZVPD basis set", "e_homo_ev": -8.6, "gap_ev": 8.548, "total_charge": 0, "smiles": "Cc1c(CCO)c(=O)n(-c2ccccc2)n1S(=O)(=O)c1c(Cl)cc(Cl)cc1Cl", "relative_energy_kj_mol": 0.0, "spin_multiplicity": 1, "e_tot_ha": -2884.119647, "lumo_energy_ev": -0.09, "elements": ["C", "C", "C", "C", "O", "N", "C", "C", "C", "C", "C", "C", "H", "H", "H", "H", "H", "N", "S", "O", "O", "C", "C", "C", "C", "C", "C", "Cl", "H", "Cl", "H", "Cl", "C", "H", "H", "C", "O", "H", "H", "H", "H", "H", "H"], "coordinates": [[-2.414, -2.503, -0.490], [-2.020, -1.076, -0.460], [-2.780, 0.034, -0.564], [-1.898, 1.201, -0.545], [-2.157, 2.381, -0.629], [-0.623, 0.663, -0.493], [0.592, 1.347, -0.607], [0.793, 2.526, 0.100], [2.000, 3.192, -0.019], [3.004, 2.686, -0.828], [2.791, 1.522, -1.549], [1.586, 0.855, -1.451], [1.399, -0.039, -2.026], [3.562, 1.139, -2.200], [3.946, 3.206, -0.909], [2.159, 4.106, 0.532], [0.003, 2.909, 0.725], [-0.650, -0.728, -0.388], [0.035, -1.124, 1.179], [-0.398, -0.124, 2.095], [-0.212, -2.490, 1.505], [1.810, -0.982, 0.843], [2.339, -1.843, -0.114], [3.689, -1.827, -0.430], [4.518, -0.932, 0.233], [4.019, -0.080, 1.207], [2.664, -0.114, 1.516], [2.085, 0.938, 2.725], [4.666, 0.607, 1.726], [6.183, -0.878, -0.160], [4.079, -2.495, -1.180], [1.308, -2.920, -0.939], [-4.261, 0.177, -0.654], [-4.687, -0.602, -1.288], [-4.484, 1.158, -1.077], [-4.902, 0.083, 0.734], [-4.840, -1.259, 1.171], [-5.061, -1.299, 2.107], [-4.366, 0.746, 1.425], [-5.950, 0.412, 0.674], [-3.484, -2.581, -0.329], [-1.891, -3.056, 0.286], [-2.151, -2.940, -1.454]]}

=====

Which formula does entry 6 have? C18H15Cl3N2O4S